Entry 1:
Below is a cluster of 9 separate species, C27H39N9O6 in total in a non-equilibrium geometry, with properties calculated with ωB97M-V/def2-TZVPD.

Results
HOMO-LUMO gap, eV: 7.440
Calculated total energy, eV: -54314.279
SMILES string: C[N+](=O)[O-].C[N+](=O)[O-].C[N+](=O)[O-].c1cc[nH]c1.c1cc[nH]c1.c1cc[nH]c1.c1cc[nH]c1.c1cc[nH]c1.c1cc[nH]c1
Energy above the lowest of the compared OMol25 structures with the same formula, charge and spin, kcal/mol: 23.47
E_HOMO, eV: -7.53
E_LUMO, hartree: -0.0032
2S+1: 1

Each line ends with the Mulliken charge.
Positions of all 81 atoms, in Å:
C: -3.00175 -3.76045 4.42233  -0.6349
N: -3.73365 -2.69715 3.68288  0.7500
O: -4.85545 -2.31424 4.07909  -0.5218
O: -3.21052 -2.33012 2.65721  -0.4040
H: -2.91232 -4.57616 3.70489  0.3045
H: -3.66894 -4.09245 5.21778  0.3321
H: -2.06764 -3.46102 4.89760  0.1617
C: 4.87473 0.18343 -0.87569  -0.5682
N: 4.25977 -1.14545 -1.04016  0.8581
O: 3.15437 -1.24987 -1.72013  -0.4448
O: 4.81269 -2.05487 -0.47645  -0.5231
H: 4.68587 0.58413 0.12023  0.2678
H: 4.38884 0.89306 -1.54534  0.0116
H: 5.89851 0.11387 -1.24329  0.3384
C: 4.15378 0.79381 -4.67999  -0.6302
N: 2.70918 0.86262 -4.26902  0.8114
O: 2.28965 2.00147 -3.89982  -0.4509
O: 2.03567 -0.16241 -4.07810  -0.4765
H: 4.30374 -0.19729 -5.10816  0.2864
H: 4.76314 0.96138 -3.79191  0.2064
H: 4.38430 1.56387 -5.41618  0.2906
C: -5.48067 0.39143 0.65092  -0.2910
C: -5.69923 1.22903 -0.46127  -0.4633
C: -5.81803 0.29679 -1.48354  -0.4906
N: -5.55799 -0.95636 -1.03113  0.1137
C: -5.52495 -0.92683 0.29404  -0.8284
H: -5.47360 0.74805 1.67033  0.4131
H: -5.86679 2.29226 -0.54993  0.4541
H: -6.02375 0.50652 -2.52282  0.4094
H: -5.73535 -1.80214 -1.55391  0.2350
H: -5.46734 -1.78419 0.94826  0.4553
C: 1.99529 -0.66938 4.91390  -0.6201
C: 2.36874 0.30543 4.05080  -0.5315
C: 1.70414 0.08605 2.83753  -0.2873
N: 0.81175 -0.92622 3.08980  0.2489
C: 0.84259 -1.36764 4.41494  -0.5263
H: 2.49418 -0.79959 5.86288  0.3869
H: 3.13200 1.05584 4.19471  0.3946
H: 1.51727 0.59173 1.90170  0.5037
H: 0.19243 -1.25561 2.36313  0.0834
H: 0.31629 -2.21062 4.83779  0.3293
C: -2.08097 3.70424 -2.52174  -0.2229
C: -1.03859 3.69199 -3.47050  -0.1688
C: -1.72152 3.14567 -4.57424  -0.7602
N: -3.05742 2.92163 -4.28730  -0.0193
C: -3.32536 3.31716 -3.03211  -0.5761
H: -2.00472 4.03500 -1.49646  0.4136
H: 0.00942 3.94545 -3.40857  0.3203
H: -1.31176 3.09326 -5.57211  0.4154
H: -3.68933 2.67023 -5.03402  0.2130
H: -4.22058 3.31258 -2.42800  0.4042
C: 2.08713 4.81195 -1.25106  -0.6409
C: 2.24458 3.56381 -0.74123  0.4268
C: 2.87493 3.55893 0.50243  -0.9694
N: 2.97316 4.93155 0.76635  0.0409
C: 2.45283 5.71725 -0.21019  -0.6797
H: 1.68519 5.05908 -2.22254  0.4325
H: 1.88699 2.66692 -1.22510  0.4087
H: 3.00913 2.82209 1.28053  0.4021
H: 3.29002 5.25667 1.66857  0.2041
H: 2.42458 6.79650 -0.23876  0.4030
C: 2.31514 -4.63166 2.62008  -0.5069
C: 1.80442 -5.88295 2.81925  -0.4282
C: 0.93578 -6.14972 1.78851  -0.5896
N: 0.97158 -5.05820 0.86939  -0.0329
C: 1.84811 -4.19559 1.42160  -0.4881
H: 2.99603 -4.16312 3.31525  0.4311
H: 1.87659 -6.47051 3.72255  0.3730
H: 0.35372 -7.04365 1.61971  0.4044
H: 0.27687 -4.90193 0.15312  0.2890
H: 1.94274 -3.21848 0.97137  0.5669
C: 0.09748 -0.22329 -1.06105  0.1606
C: -0.40315 -1.12337 -0.10671  -0.4364
C: -1.74999 -0.82473 -0.11700  -0.6632
N: -1.98073 0.37056 -0.72416  0.4037
C: -0.81453 0.70336 -1.32576  -0.7109
H: 1.04157 -0.28279 -1.58217  0.2298
H: 0.16883 -1.93446 0.31917  0.3328
H: -2.63911 -1.23706 0.33671  0.2618
H: -2.81979 0.93125 -0.68283  0.1958
H: -0.70000 1.59353 -1.92649  0.2068

Force components x, y, z for each atom (eV/Å):
-1.13 -0.82 0.87
-1.46 0.70 0.27
2.15 -0.81 -0.42
0.04 0.27 -0.08
0.46 0.17 0.10
0.01 0.08 -0.07
-0.04 0.38 -0.69
-0.46 1.15 -1.29
-3.44 -0.61 -1.37
3.93 0.42 2.22
-0.24 -0.05 -0.30
0.52 -0.55 0.12
-0.34 -0.24 -0.01
0.12 -0.13 0.82
-0.41 -0.53 -0.53
-2.27 1.12 2.69
1.25 -2.32 -1.36
1.85 1.73 -1.27
0.10 0.11 0.20
-0.26 -0.11 -0.04
-0.35 0.02 0.17
-0.61 0.91 2.16
-0.27 -1.94 -1.05
0.50 1.72 -1.42
-1.46 -0.75 -1.74
1.15 0.43 2.22
0.22 -0.16 0.07
0.15 -0.16 0.19
0.14 -0.29 -0.05
0.13 0.31 -0.09
0.15 -0.02 -0.29
-2.40 -1.73 2.04
1.03 1.16 -3.02
-1.29 -0.55 1.17
-0.74 -0.39 0.66
3.36 1.38 -1.09
-0.44 -0.14 0.22
0.03 -0.12 0.09
0.61 0.27 0.04
-0.19 0.08 0.23
-0.02 0.09 -0.43
-0.86 1.00 1.71
-2.56 -1.55 -1.40
1.08 0.90 0.14
0.83 0.01 -1.93
2.28 0.52 1.70
0.16 0.06 0.08
-0.25 -0.07 0.08
-0.39 -0.46 -0.09
-0.08 0.01 0.43
-0.24 -0.36 -0.72
-0.28 3.00 1.08
0.61 -3.54 0.53
-1.25 2.40 -1.08
0.33 -0.37 1.57
0.11 -1.68 -2.07
-0.03 0.11 0.19
0.20 -0.12 -0.14
0.13 0.09 -0.21
-0.06 0.19 -0.27
0.26 -0.15 0.42
1.42 1.20 0.11
-1.92 -1.78 0.20
-0.30 0.21 -1.00
-0.03 -2.69 2.17
-0.21 2.67 -0.75
-0.01 0.37 -0.38
0.26 -0.21 -0.21
-0.08 0.21 -0.18
0.50 0.12 0.04
0.36 -0.03 -0.02
2.84 -0.23 -0.01
-1.08 -0.63 -1.21
-1.57 -0.11 2.42
0.51 -0.47 -0.42
-0.64 2.34 -1.40
0.18 0.17 0.42
-0.48 -0.27 -0.11
0.39 -0.40 0.49
0.00 -0.36 -0.10
-0.20 -0.17 -0.04

Entry 2:
Below is a cluster of 2 separate species, C33H33N2 in total in a non-equilibrium geometry, with properties calculated with ωB97M-V/def2-TZVPD.

Results
HOMO-LUMO gap, eV: 4.471
Calculated total energy, eV: -37729.760
Total charge: +1
Energy above the lowest of the compared OMol25 structures with the same formula, charge and spin, kcal/mol: 6.86
E_HOMO, eV: -10.26
E_LUMO, hartree: -0.2127
2S+1: 1

Each line ends with the natural charge from an NBO analysis.
Positions of all 68 atoms, in Å:
C: 3.19537 -4.01047 1.01382  -0.2103
C: 2.83610 -2.83179 0.39440  -0.2103
C: 1.55395 -2.34731 0.53001  -0.2516
C: 0.60534 -3.03055 1.27930  0.2059
N: -0.68269 -2.47304 1.39669  -0.4873
C: -1.81253 -3.06550 1.33688  0.3585
C: -3.04677 -2.23179 1.54301  -0.4580
C: -4.19525 -2.64682 0.60114  -0.3927
C: -4.45933 -4.15615 0.71699  -0.4026
C: -3.20349 -4.96288 0.34381  -0.3913
C: -1.98071 -4.55529 1.19870  -0.5004
C: 0.99480 -4.19530 1.93027  -0.2627
C: 2.27461 -4.68953 1.78492  -0.1992
H: 4.19324 -4.40072 0.89698  0.2154
H: 3.56056 -2.28615 -0.18732  0.2086
H: 1.27169 -1.41720 0.07125  0.2013
H: -3.36821 -2.30916 2.58846  0.2230
H: -2.78416 -1.17799 1.38229  0.2211
H: -5.10819 -2.07051 0.80880  0.2134
H: -3.92762 -2.40347 -0.43513  0.1931
H: -4.73948 -4.39170 1.75112  0.1971
H: -5.32215 -4.45905 0.10913  0.2174
H: -3.39445 -6.03998 0.44678  0.2186
H: -2.97191 -4.81432 -0.71730  0.1987
H: -1.06914 -4.96830 0.75381  0.2358
H: -2.05911 -4.99429 2.19934  0.2280
H: 0.29441 -4.70216 2.56834  0.2150
H: 2.55749 -5.60547 2.27844  0.2194
C: 6.15492 1.65792 -1.27461  -0.3986
N: 5.25434 2.62986 -0.63979  -0.4838
C: 5.69848 4.01574 -0.84045  -0.4035
C: 3.85747 2.35873 -0.61576  0.2828
C: 3.21939 1.77125 0.50120  -0.2249
C: 1.86054 1.60906 0.52620  -0.1271
C: 1.06031 1.99545 -0.56956  -0.1776
C: -0.39113 2.02642 -0.51672  0.3439
C: -1.27351 1.89914 -1.64932  -0.0910
C: -2.52797 2.45371 -1.31988  -0.0140
C: -3.55085 2.51036 -2.25782  -0.1848
C: -3.33223 1.96244 -3.50112  -0.1132
C: -2.11321 1.35574 -3.81704  -0.2221
C: -1.07837 1.32460 -2.91225  -0.1257
C: -2.47249 2.87977 0.05481  0.0941
C: -1.18500 2.58095 0.55358  -0.1826
C: -0.86437 2.92502 1.87365  -0.0883
C: -1.82174 3.53050 2.65372  -0.2242
C: -3.08937 3.82519 2.14478  -0.1011
C: -3.42286 3.50956 0.84802  -0.2181
C: 1.71512 2.51078 -1.70698  -0.0628
C: 3.06329 2.70641 -1.72453  -0.2731
H: 5.79972 0.64526 -1.09329  0.2091
H: 6.18925 1.82616 -2.34939  0.1758
H: 7.16030 1.75585 -0.87382  0.2140
H: 5.00702 4.70274 -0.35531  0.2093
H: 6.68712 4.16123 -0.41256  0.2176
H: 5.73877 4.25690 -1.90044  0.1733
H: 3.80959 1.46806 1.34899  0.2462
H: 1.37575 1.16108 1.37612  0.2321
H: -4.48321 2.97796 -1.99798  0.2298
H: -4.11694 1.99786 -4.23755  0.2349
H: -1.98671 0.88768 -4.77907  0.2368
H: -0.14881 0.82717 -3.13193  0.2338
H: 0.11749 2.71597 2.25942  0.2278
H: -1.58884 3.78003 3.67615  0.2366
H: -3.81419 4.31745 2.77058  0.2331
H: -4.38593 3.74905 0.43366  0.2306
H: 1.12239 2.82419 -2.54648  0.2170
H: 3.54409 3.14362 -2.58220  0.2343

Force components x, y, z for each atom (eV/Å):
0.36 -0.24 -0.06
0.04 0.07 -0.05
-0.18 0.25 -0.01
-0.55 -0.43 0.09
-0.29 0.85 -0.28
1.00 -0.16 0.56
-0.39 0.44 -0.48
-0.07 -0.24 0.11
0.04 -0.03 0.00
-0.19 0.07 0.14
-0.21 -0.36 -0.69
-0.13 -0.04 0.12
0.08 -0.05 0.11
0.15 -0.05 0.01
0.11 0.10 -0.14
-0.14 0.26 -0.19
-0.01 -0.20 -0.06
0.05 -0.24 0.08
0.25 -0.15 0.12
0.08 -0.07 0.07
0.05 0.05 -0.01
0.27 0.09 -0.02
0.08 0.26 0.10
0.00 0.14 0.09
-0.17 0.00 0.10
-0.12 0.09 0.01
-0.15 -0.15 0.13
0.02 -0.11 0.10
-0.77 0.12 0.26
0.36 -0.14 1.00
-0.79 -0.48 -0.16
0.10 0.19 -0.51
0.70 0.08 -0.47
-0.58 0.18 -0.13
-0.43 -0.26 0.15
1.04 0.78 -0.40
-0.39 -0.16 -0.80
-0.28 -0.48 -1.60
0.58 0.29 1.37
0.57 -0.41 -0.63
-0.57 0.04 -0.38
0.34 0.11 0.95
-0.18 0.54 1.55
-0.45 0.04 0.99
0.29 -0.35 -0.84
-0.54 0.23 0.30
0.60 0.02 0.73
0.49 -0.57 -1.29
-0.89 -0.18 -0.09
0.77 -0.01 0.63
0.03 -0.03 0.04
0.10 -0.06 -0.35
0.02 0.06 0.10
0.02 -0.01 0.04
0.05 -0.14 0.06
0.11 0.25 -0.32
0.20 -0.03 0.10
0.03 -0.14 0.24
-0.29 0.05 -0.05
-0.11 -0.06 -0.16
0.00 0.00 -0.16
0.16 -0.08 -0.18
0.14 0.05 0.19
0.00 0.07 0.10
-0.09 0.07 0.17
-0.25 0.10 0.02
-0.14 0.09 -0.24
0.04 0.11 -0.20

Entry 3:
Below is a structure of composition C49H40Br2N5O4Ti in a non-equilibrium geometry, with properties calculated with ωB97M-V/def2-TZVPD.

Results
HOMO-LUMO gap, eV: 7.187
Calculated total energy, eV: -230299.003
Total charge: +1
Energy above the lowest of the compared OMol25 structures with the same formula, charge and spin, kcal/mol: 26.73
E_HOMO, eV: -10.47
E_LUMO, hartree: -0.1208
2S+1: 1

Each line ends with the Mulliken charge.
Positions of all 101 atoms, in Å:
Ti: 0.03029 -0.46754 -0.15716  -0.8814
Br: 2.17598 0.01160 6.72901  -0.1754
C: 1.41075 0.21657 5.00678  -0.5176
C: 0.04426 0.49366 4.88605  -0.3253
C: -0.52295 0.64677 3.64527  -0.8217
C: 0.23690 0.48886 2.46789  0.6931
O: -0.31701 0.65135 1.29921  -0.2151
C: 1.62879 0.23891 2.61264  -0.2927
C: 2.46871 0.28350 1.45349  -0.2576
N: 2.01564 0.23389 0.24923  1.1013
C: 2.87957 0.37201 -0.85248  0.4043
C: 4.20095 -0.00282 -0.87243  -0.6357
C: 4.96960 0.15559 -2.03803  -1.2392
C: 4.42280 0.69097 -3.17009  -0.9462
C: 3.06570 1.08331 -3.18539  1.0173
C: 2.42522 1.61799 -4.32301  -0.8345
C: 1.10177 1.94767 -4.24487  -1.2367
C: 0.40872 1.71776 -3.04586  0.1835
N: 0.95881 1.21390 -1.96567  0.3022
C: 2.28271 0.91344 -2.02054  -0.0987
C: 2.19981 0.12088 3.89227  -0.6347
H: -0.55891 0.60142 5.77738  0.5052
H: -1.57124 0.89535 3.53804  0.5384
H: 3.53200 0.44129 1.63380  0.5170
H: 4.65404 -0.45656 -0.00052  0.4765
H: 6.00508 -0.15658 -2.03013  0.4215
H: 5.01189 0.80266 -4.07130  0.4656
H: 2.98304 1.74814 -5.24187  0.4655
H: 0.57412 2.36504 -5.09076  0.4890
H: -0.64869 1.94449 -2.99108  0.4415
H: 3.26404 -0.05569 3.98769  0.5586
O: -3.82144 -4.27898 0.11020  -0.6019
C: -3.54411 -3.94080 1.40071  1.1869
C: -3.99210 -4.71116 2.46890  -0.7075
C: -3.69438 -4.33909 3.76857  -0.7150
C: -2.94179 -3.19888 4.01360  -0.7666
C: -2.49761 -2.43255 2.94973  -0.2873
C: -2.79699 -2.78659 1.64085  -0.9123
C: -2.28668 -1.96336 0.47929  0.4211
O: -0.91609 -1.80565 0.50984  0.5621
N: -2.92019 -0.64236 0.51210  -0.3962
N: -2.32656 0.34099 -0.19132  1.3008
C: -3.06682 1.30681 -0.60438  -0.9766
C: -2.64287 2.58194 -1.18282  -0.0250
Br: -1.26248 3.53879 -0.25243  -0.1037
C: -3.23044 3.22722 -2.19537  -0.6422
C: -4.21984 2.71488 -3.14419  0.4660
C: -4.41925 1.35379 -3.39398  0.4414
C: -5.28421 0.93816 -4.39214  -0.6246
C: -5.97915 1.86875 -5.15043  -0.5411
C: -5.79773 3.22350 -4.90885  -0.5704
C: -4.92333 3.64145 -3.92218  -0.7971
H: -4.32075 -5.10061 0.08763  0.3362
H: -4.58022 -5.60268 2.28051  0.3120
H: -4.05712 -4.93980 4.59181  0.4275
H: -2.70319 -2.91592 5.03026  0.4354
H: -1.90805 -1.53997 3.12033  0.1646
H: -2.56560 -2.47668 -0.44889  0.5756
H: -3.93406 -0.65751 0.53183  0.3641
H: -4.14861 1.22125 -0.47366  0.4531
H: -2.91659 4.24853 -2.37948  0.3924
H: -3.85668 0.61759 -2.83796  0.2714
H: -5.40625 -0.11844 -4.59403  0.4100
H: -6.64862 1.54177 -5.93451  0.3988
H: -6.32757 3.95698 -5.50191  0.3889
H: -4.77116 4.69947 -3.74563  0.3934
C: 1.65418 -8.73597 0.91462  -1.5001
C: 1.59618 -7.24070 0.87262  0.6257
C: 1.81463 -6.54153 -0.30850  -1.1708
C: 1.72956 -5.16132 -0.36656  0.6558
C: 1.96717 -4.48015 -1.67915  -0.7329
C: 1.42165 -4.44350 0.81895  0.5027
C: 1.31899 -3.01244 0.85721  -0.0256
O: 1.40672 -2.21857 -0.09153  -0.2529
C: 1.19082 -5.14818 2.03015  1.1651
C: 0.81729 -4.44872 3.31195  -1.4866
C: 1.28793 -6.52304 2.02864  -1.0255
H: 2.04030 -9.14988 -0.01429  0.3694
H: 0.65189 -9.13654 1.07928  0.3297
H: 2.27934 -9.07440 1.74116  0.3776
H: 2.05831 -7.09259 -1.20884  0.3507
H: 2.19732 -5.21126 -2.45216  0.4394
H: 2.79246 -3.77015 -1.60715  0.1710
H: 1.08504 -3.91655 -1.97858  0.0112
H: 1.16393 -2.59580 1.86117  0.0345
H: -0.03021 -3.77712 3.17052  0.0289
H: 1.65514 -3.87042 3.70802  0.3533
H: 0.53651 -5.18201 4.06479  0.4215
H: 1.11711 -7.07079 2.94831  0.4125
N: -1.14815 -2.68128 -7.24255  -0.5388
C: -0.99373 -2.31730 -6.16315  -0.3413
C: -0.81184 -1.88045 -4.81395  0.1614
C: 0.44707 -1.91494 -4.21674  -1.3207
C: 0.59672 -1.50588 -2.90487  -0.2009
C: -0.47153 -1.03631 -2.12164  2.0357
C: -1.72002 -1.04893 -2.75019  -0.4263
C: -1.90121 -1.44639 -4.06660  -0.8046
H: 1.30168 -2.26455 -4.78180  0.6380
H: 1.59631 -1.55478 -2.48757  0.3501
H: -2.60737 -0.74352 -2.21688  0.3359
H: -2.88623 -1.42473 -4.51464  0.5551

Force components x, y, z for each atom (eV/Å):
1.17 0.34 -1.12
-0.07 0.01 -0.14
0.10 -0.03 0.20
0.09 -0.01 0.00
-0.12 0.00 -0.28
0.63 0.10 0.78
-0.46 0.90 0.35
-0.50 -0.04 0.01
0.06 0.22 -0.17
0.32 -0.14 0.52
0.48 0.06 -0.32
-0.31 -0.06 0.15
0.11 0.07 -0.15
0.04 -0.05 0.04
-0.12 -0.02 0.17
-0.16 -0.01 0.01
0.16 0.03 -0.11
-0.19 0.08 0.24
0.04 0.00 0.20
0.21 0.11 -0.02
0.01 -0.06 -0.07
0.00 0.00 0.00
0.00 -0.01 0.01
0.02 0.03 -0.11
-0.01 -0.01 0.00
-0.01 0.00 0.00
0.01 0.02 0.01
0.01 0.03 0.01
-0.01 -0.01 0.01
-0.07 -0.04 0.03
0.01 0.02 0.01
0.04 0.10 -0.06
0.02 0.03 0.18
-0.03 -0.05 0.05
0.00 0.01 -0.10
0.09 0.06 0.13
-0.07 0.00 -0.02
0.06 -0.10 -0.26
-0.92 -0.22 -0.18
-0.59 -0.70 0.61
-0.03 -0.26 0.57
0.07 0.48 -0.71
0.00 -0.29 0.19
0.45 0.24 0.12
-0.14 -0.27 -0.03
0.07 -0.12 0.02
-0.14 -0.08 -0.18
0.04 0.08 0.02
-0.07 -0.05 0.01
0.01 0.02 0.01
-0.04 0.03 -0.01
0.07 -0.04 0.09
-0.04 -0.05 0.01
0.00 0.01 -0.02
0.01 -0.01 0.00
0.00 0.03 -0.01
0.00 0.00 0.02
0.25 0.01 -0.02
-0.03 0.09 -0.06
-0.03 -0.02 0.05
0.04 -0.02 0.03
-0.02 0.04 -0.07
-0.02 0.00 0.03
0.00 -0.01 0.00
-0.01 -0.01 0.01
0.00 0.01 -0.03
-0.01 0.00 0.00
-0.02 0.16 0.04
-0.01 -0.03 0.03
0.00 0.11 0.06
-0.01 0.02 0.02
0.16 -0.26 -0.23
0.18 -0.03 0.24
-0.15 -0.05 -0.18
0.00 0.14 -0.02
0.04 0.00 -0.01
-0.01 -0.15 0.00
0.01 -0.01 0.01
0.02 -0.04 -0.01
0.00 -0.02 -0.01
-0.01 0.02 -0.02
0.01 -0.01 0.02
-0.02 0.04 -0.04
0.01 0.03 -0.05
-0.17 0.03 -0.11
-0.01 -0.01 0.06
-0.03 0.03 0.03
0.01 0.00 0.01
-0.03 0.04 0.02
0.02 0.04 0.05
-0.02 -0.10 -0.32
-0.05 0.10 0.31
-0.03 -0.02 -0.01
0.11 -0.01 0.20
-0.62 -0.31 -0.82
-0.02 -0.01 0.12
0.11 -0.07 -0.06
0.00 -0.01 0.00
0.01 -0.03 -0.01
0.07 0.00 0.04
0.00 -0.02 -0.01